1.
Here is a 3-piece molecular cluster, C4H12O2 overall at a distorted geometry from OMol25. Energies are from wB97M-V/def2-TZVPD.

Geometry as XYZ:
```
18
Properties=species:S:1:pos:R:3:forces:R:3:mulliken_spin:R:1
C -1.41512 1.18482 1.41570 -1.80 -1.45 -1.16 0.040
C -0.06206 0.87666 0.74846 1.32 0.75 2.43 0.043
C 0.12216 -0.59481 0.86224 0.29 1.46 -0.48 0.341
C 1.21492 -1.06986 1.59996 0.53 1.48 -0.33 0.421
H -1.63093 0.58752 2.32907 0.41 0.40 -0.55 0.003
H -1.45478 2.21780 1.65840 0.00 0.89 0.27 0.007
H -2.23339 0.96650 0.68676 0.41 0.20 0.69 -0.003
H 0.64238 1.47815 1.41639 -0.14 -1.28 -0.93 0.000
H 0.09633 1.33196 -0.22779 -0.54 -0.40 -0.40 0.040
H -0.62020 -1.17717 0.36666 -0.33 -0.85 -0.09 0.019
H 1.51761 -2.03453 1.93776 -0.35 -0.74 -0.02 0.025
H 1.87670 -0.21850 1.77296 0.35 -0.61 0.43 0.032
H 0.89609 -1.36407 -2.24724 -0.19 -0.54 -0.37 -0.002
H 2.24151 -0.95001 -1.91659 0.59 -0.41 -0.02 -0.001
O 1.71863 -1.76562 -1.92044 -0.52 1.18 0.46 0.036
H -1.34494 -0.45827 -2.45481 -0.22 0.71 -0.10 0.000
H -0.73919 0.96420 -2.91927 -0.44 -0.14 0.30 0.000
O -0.82572 0.02524 -3.10820 0.65 -0.65 -0.12 0.000
```
Forces are in eV/Å.

The value obtained for the frontier orbital gap (alpha / beta) is 9.946 / 6.032 eV. The LUMO energy (alpha / beta) is -0.1975 / -0.3340 Eh. The value obtained for the energy above the lowest of the compared OMol25 structures with the same formula, charge and spin is 124.3 kJ/mol. Its max |F| is 0.0557 Eh/bohr. Its net charge is +1. As for the electronic energy: -309.6819 Ha. The multiplicity is 2.

2.
Here is a 4-piece molecular cluster, C4H12O3 overall at a distorted geometry from OMol25. Energies are from wB97M-V/def2-TZVPD.

Geometry as XYZ:
```
19
Properties=species:S:1:pos:R:3:forces:R:3:mulliken_spin:R:1
C 0.84941 -0.99736 2.96837 0.78 -0.98 0.41 0.364
C 0.22463 0.18553 2.64882 0.65 0.05 -2.22 0.108
C 0.31109 0.84604 1.34833 -1.13 -0.58 2.47 0.051
C -0.33760 2.05951 1.15996 0.03 0.38 -0.42 0.426
H 1.48193 -1.58687 2.27679 -0.35 0.69 0.15 -0.013
H 0.94543 -1.34896 3.99578 -0.39 0.05 -0.07 0.027
H -0.48247 0.59503 3.36440 0.26 0.34 0.10 -0.014
H 0.72405 0.28801 0.51977 0.15 -0.09 -0.13 0.008
H -0.53455 2.45186 0.17559 0.18 0.33 -0.29 0.012
H -0.56087 2.70999 2.00357 -0.21 -0.17 -0.13 -0.005
H -2.00312 -2.51606 -3.38737 0.02 -0.18 -0.16 -0.002
H -1.01880 -1.64674 -2.69674 0.25 0.01 -0.26 -0.002
O -1.05131 -2.38589 -3.33171 -0.25 0.32 0.40 0.015
H -2.20255 1.09176 -2.09296 -0.06 -0.07 -0.05 -0.019
H -1.06119 0.63211 -1.22342 0.01 -0.20 -0.19 -0.015
O -1.51021 0.42417 -2.06492 0.11 0.15 0.42 0.048
H 2.01099 -0.85268 -2.39339 -0.27 -0.07 -0.05 -0.004
H 2.51887 0.19600 -1.45139 -0.19 0.17 0.27 -0.003
O 1.69627 -0.14545 -1.81948 0.41 -0.12 -0.23 0.017
```
Forces are in eV/Å.

The value obtained for the frontier orbital gap (alpha / beta) is 3.112 / 6.141 eV. The LUMO energy (alpha / beta) is 0.1244 / 0.1226 Eh. The value obtained for the energy above the lowest of the compared OMol25 structures with the same formula, charge and spin is 148.8 kJ/mol. Its max |F| is 0.0540 Eh/bohr. Its net charge is -1. As for the electronic energy: -385.2416 Ha. The multiplicity is 2.

Question: Which value of net charge does entry 1 give?
Answer: +1

Question: multiplicity of number 1 (C4H12O2)?
Answer: 2

Question: Look up the electronic energy of the first one.
Answer: -309.6819 Ha